# C6H12N2O2

A cluster of 2 separate species, C6H12N2O2 in total (the ωB97M-V functional and the def2-TZVPD basis, the OMol25 dataset).

lowest unoccupied orbital energy: 0.8 eV
total charge: 0
total energy: -13488.851 eV
F_max: 5.0 eV/A
ΔE to the lowest compared entry with this formula, charge and spin: 344.9 kJ/mol
HOMO level: -9.2 eV

Cartesian coordinates (Å):
O (2.6991, -0.4266, 0.4588)
C (2.1699, 0.4196, -0.5482)
C (0.9563, -0.2360, -1.1821)
C (-0.3062, -0.2541, -0.3141)
C (-1.4144, -1.1799, -0.8854)
C (-1.0196, -2.1621, 0.2335)
N (-0.2688, -1.0830, 0.9051)
C (-0.6981, 1.1712, 0.0057)
N (-1.4389, 1.5011, 1.0419)
H (3.3536, 0.0540, 0.9713)
H (1.9046, 1.4029, -0.1226)
H (2.9242, 0.6058, -1.3305)
H (0.7247, 0.3081, -2.1088)
H (1.2041, -1.2763, -1.4443)
H (-2.4227, -0.7640, -0.7762)
H (-1.2663, -1.5134, -1.9188)
H (-1.8379, -2.5855, 0.8322)
H (-0.3828, -2.9845, -0.1269)
H (0.6721, -1.3157, 1.2070)
O (-1.0654, 1.9647, -0.9498)
H (-1.3977, 0.7657, 1.7454)
H (-1.8876, 2.4525, 0.0702)

# C6H12N2O4

An isolated molecule of C6H12N2O4 (the ωB97M-V functional and the def2-TZVPD basis, the OMol25 dataset).

lowest unoccupied orbital energy: 0.2 eV
total charge: 0
SMILES string: [H]/N=C\[C@H](O)[C@@H](O)[C@H](O)/C(CO)=N/[H]
total energy: -17584.303 eV
F_max: 3.9 eV/A
ΔE to the lowest compared entry with this formula, charge and spin: 328.8 kJ/mol
HOMO level: -9.4 eV

Cartesian coordinates (Å):
H (-0.0842, -3.4137, 0.1023)
N (0.8483, -3.2366, 0.4600)
C (1.4780, -2.2475, -0.0857)
C (0.8129, -1.3840, -1.2364)
O (1.7339, -0.4888, -1.7961)
C (-0.5789, -0.7782, -1.0143)
O (-1.5535, -1.7656, -1.0171)
C (-0.6464, -0.0301, 0.2676)
O (-2.0724, 0.2456, 0.4311)
C (0.1645, 1.2554, 0.5832)
C (-0.6047, 2.3951, 1.1563)
O (0.1393, 3.6375, 1.2204)
N (1.4098, 1.3132, 0.3282)
H (1.8698, 2.1663, 0.8111)
H (2.4847, -2.0584, 0.2253)
H (0.6564, -2.0821, -2.1276)
H (2.0800, 0.1435, -1.0675)
H (-0.7508, -0.0925, -1.8832)
H (-2.3291, -1.2417, -0.8139)
H (-0.3966, -0.7101, 1.0574)
H (-2.4760, -0.1368, 1.2870)
H (-0.9034, 2.1033, 2.2094)
H (-1.5952, 2.4914, 0.6927)
H (0.3137, 3.9147, 0.2100)

# C6H12N2O4

A structure of composition C6H12N2O4 (the ωB97M-V functional and the def2-TZVPD basis, the OMol25 dataset).

lowest unoccupied orbital energy: 0.2 eV
total charge: 0
total energy: -17580.696 eV
F_max: 8.8 eV/A
ΔE to the lowest compared entry with this formula, charge and spin: 676.8 kJ/mol
HOMO level: -9.7 eV

Cartesian coordinates (Å):
C (2.2291, -0.2189, 0.1461)
C (0.8832, 0.1632, -0.4308)
C (2.4996, 0.7957, 1.0644)
C (-1.5478, -0.1131, -0.1880)
C (-2.2009, 1.2675, 0.0471)
C (-2.5389, -1.3482, 0.2578)
H (3.7749, 0.1231, -1.5682)
H (3.4713, -1.4444, -1.3259)
H (1.9505, -1.1589, 0.5582)
H (3.3570, 1.7024, 0.3416)
H (3.1352, 0.2493, 1.9518)
H (1.4763, 1.3198, 1.6123)
H (-0.1595, -0.9601, 1.1108)
H (-1.4860, -0.1092, -1.3022)
H (-2.0381, -2.1998, -0.0154)
H (-2.5213, -1.4200, 1.2924)
H (-4.4349, -0.7100, 0.0904)
H (-0.7906, 1.8895, -0.8390)
N (3.4266, -0.5517, -0.7851)
N (-0.2400, -0.1282, 0.4830)
O (0.5031, 0.5853, -1.5742)
O (-3.5908, 1.2089, 0.0070)
O (-3.6599, -1.3510, -0.5652)
O (-1.4981, 2.4089, -0.3688)

# C6H12N2O4PS

A cluster of 2 separate species, C6H12N2O4PS in total (the ωB97M-V functional and the def2-TZVPD basis, the OMol25 dataset).

lowest unoccupied orbital energy: -5.2 eV
total charge: +1
total energy: -37705.481 eV
F_max: 2.6 eV/A
HOMO level: -13.0 eV

Cartesian coordinates (Å):
C (1.3809, -0.8563, -0.0832)
C (0.3045, 0.1286, 0.0848)
C (-0.7599, 0.2547, -0.8266)
N (-1.7787, 1.0566, -0.7662)
N (-1.8082, 1.8516, 0.2968)
P (-3.2088, 2.9240, 0.4606)
O (-4.2302, 2.2090, 1.2006)
O (-3.6378, 3.3534, -0.9760)
O (-2.7240, 4.2076, 1.2002)
C (-0.8375, 1.8379, 1.1889)
C (0.2563, 1.0090, 1.1572)
S (1.5005, 1.0578, 2.4012)
H (1.3494, -1.3492, -1.0514)
H (1.2072, -1.6395, 0.6641)
H (2.3574, -0.4452, 0.1454)
H (-0.7353, -0.3956, -1.6930)
H (-3.9938, 2.5489, -1.3916)
H (-3.2148, 4.2463, 2.0359)
H (-0.9301, 2.5290, 2.0178)
H (2.5516, 1.5098, 1.6863)
C (2.9405, -4.4823, -0.9698)
O (2.6261, -3.4535, -1.9113)
H (3.3024, -4.0081, -0.0607)
H (2.0524, -5.0739, -0.7360)
H (3.7198, -5.1360, -1.3641)
H (2.3103, -3.8845, -2.7099)

# C6H12N2S

A cluster of 2 separate species, C6H12N2S in total (the ωB97M-V functional and the def2-TZVPD basis, the OMol25 dataset).

lowest unoccupied orbital energy: 0.8 eV
total charge: 0
SMILES string: Cc1c[nH]cn1.CSC
total energy: -20231.477 eV
F_max: 2.7 eV/A
ΔE to the lowest compared entry with this formula, charge and spin: 66.5 kJ/mol
HOMO level: -7.9 eV

Cartesian coordinates (Å):
C (2.8587, 0.6976, 0.5398)
C (1.5151, 1.3220, 0.2284)
C (1.3841, 2.4145, -0.5826)
N (0.0438, 2.7157, -0.5774)
C (-0.5562, 1.8331, 0.2371)
N (0.3011, 0.9985, 0.7709)
H (3.5843, 1.4783, 0.3329)
H (2.9956, -0.2437, 0.0023)
H (2.9395, 0.4413, 1.5899)
H (2.1189, 2.8205, -1.2539)
H (-0.3915, 3.3930, -1.1622)
H (-1.5509, 1.9200, 0.6547)
C (-1.3952, -1.5430, 1.2014)
S (-1.7852, -1.9882, -0.4788)
C (-0.3927, -3.0198, -0.9722)
H (-0.3984, -1.0858, 1.1612)
H (-2.0653, -0.7803, 1.5658)
H (-1.1063, -2.3802, 1.8412)
H (0.5298, -2.4489, -1.1065)
H (-0.7154, -3.5745, -1.8438)
H (-0.1827, -3.7042, -0.1578)

# C6H12N3

The ion C6H12N3 with charge +1 (the ωB97M-V functional and the def2-TZVPD basis, the OMol25 dataset).

lowest unoccupied orbital energy: -4.0 eV
total charge: +1
SMILES string: CCC1=N[NH2+]CC(C)=N1
total energy: -10877.382 eV
F_max: 3.9 eV/A
ΔE to the lowest compared entry with this formula, charge and spin: 379.7 kJ/mol
HOMO level: -14.4 eV

Cartesian coordinates (Å):
C (-0.6562, -2.9850, -0.2552)
C (-1.4506, -1.7468, 0.0378)
C (-0.5867, -0.5533, 0.6011)
N (-0.4754, -0.0773, 1.7662)
N (0.3038, 1.2100, 1.7581)
C (0.0903, 1.9846, 0.5343)
C (0.6250, 1.0421, -0.6131)
C (1.4777, 1.5555, -1.7879)
N (0.2379, -0.1378, -0.4343)
H (0.1219, -2.9627, -1.0353)
H (-1.4346, -3.7650, -0.5680)
H (-0.1027, -3.2002, 0.6387)
H (-2.2959, -1.8873, 0.8288)
H (-1.9431, -1.2780, -0.9881)
H (1.3303, 0.9950, 1.6008)
H (-0.0687, 1.5528, 2.6939)
H (0.6330, 3.0363, 0.7361)
H (-0.9915, 2.0979, 0.5320)
H (1.0741, 2.4667, -2.3050)
H (1.7612, 0.7703, -2.4701)
H (2.3502, 1.8825, -1.2709)

# C6H12N3O

The ion C6H12N3O with charge +1 (the ωB97M-V functional and the def2-TZVPD basis, the OMol25 dataset).

lowest unoccupied orbital energy (spin up / spin down): -3.8 / -3.8 eV
total charge: +1
SMILES string: CC[C@@H](C)[n+]1c[nH]c[n+]1[O-]
total energy: -12924.382 eV
F_max: 3.5 eV/A
ΔE to the lowest compared entry with this formula, charge and spin: 495.5 kJ/mol
HOMO level (spin up / spin down): -13.4 / -13.4 eV

Cartesian coordinates (Å):
C (1.8888, 0.2882, 1.3544)
C (1.4956, 0.8476, 0.0295)
C (-0.0263, 1.0384, -0.0717)
C (-0.3445, 1.9192, -1.2760)
N (-0.7101, -0.2809, -0.1059)
C (-0.4525, -1.2530, -0.9369)
N (-1.2191, -2.3174, -0.6804)
C (-1.9001, -2.0959, 0.4600)
N (-1.5541, -0.8720, 0.8966)
O (-1.7509, -0.3213, 1.9630)
H (2.7325, 0.8122, 1.8085)
H (2.2526, -0.7672, 1.3344)
H (0.9550, 0.2813, 2.1174)
H (2.0536, 1.8070, -0.2097)
H (1.7751, 0.0800, -0.7488)
H (-0.5571, 1.4717, 0.7825)
H (-0.0042, 1.5327, -2.2100)
H (-1.4340, 2.2532, -1.4958)
H (0.1868, 2.7855, -1.0797)
H (0.2862, -1.2303, -1.7209)
H (-1.0894, -3.2705, -1.1095)
H (-2.5837, -2.7085, 0.8991)

# C6H12N3O

The ion C6H12N3O with charge +1 (the ωB97M-V functional and the def2-TZVPD basis, the OMol25 dataset).

lowest unoccupied orbital energy: -4.1 eV
total charge: +1
SMILES string: CC(C)[C@@H](N)c1[nH+]nco1
total energy: -12925.694 eV
F_max: 4.4 eV/A
ΔE to the lowest compared entry with this formula, charge and spin: 368.9 kJ/mol
HOMO level: -14.3 eV

Cartesian coordinates (Å):
C (2.6308, 0.2169, 0.0169)
C (1.2161, -0.3847, -0.4022)
C (1.0574, -1.9613, -0.0555)
C (0.0760, 0.6536, 0.2846)
N (0.0743, 2.0134, 0.0042)
C (-1.4449, 0.1962, 0.2440)
N (-2.4461, 1.0510, -0.0293)
N (-3.6655, 0.3905, -0.0560)
C (-3.3574, -0.8389, 0.1206)
O (-2.0357, -1.0282, 0.3175)
H (2.7563, 0.5276, 1.1435)
H (2.6809, 1.2180, -0.5201)
H (3.4795, -0.4579, -0.2610)
H (1.0453, -0.4179, -1.4709)
H (1.9237, -2.4706, -0.3655)
H (0.8530, -2.1307, 1.0103)
H (0.1031, -2.1772, -0.5509)
H (0.2867, 0.4855, 1.3195)
H (0.3533, 2.2566, -1.0327)
H (0.8346, 2.4878, 0.5108)
H (-2.4666, 2.0723, -0.0846)
H (-3.9548, -1.7021, -0.1434)

# C6H12N4

A structure of composition C6H12N4 (the ωB97M-V functional and the def2-TZVPD basis, the OMol25 dataset).

lowest unoccupied orbital energy: 0.0 eV
total charge: 0
total energy: -12372.113 eV
F_max: 11.1 eV/A
ΔE to the lowest compared entry with this formula, charge and spin: 426.2 kJ/mol
HOMO level: -9.4 eV

Cartesian coordinates (Å):
C (0.1718, -1.0027, -1.2736)
C (0.9306, -0.5004, -0.0955)
C (1.8016, 0.6605, -0.5559)
C (1.8154, -1.6093, 0.4725)
C (-1.1670, 0.7633, 0.4741)
C (-2.8016, 1.6769, -0.7531)
H (-0.2449, -1.9188, -0.8397)
H (-0.6599, -0.3868, -1.5045)
H (0.8170, -0.9808, -2.1753)
H (2.2795, 1.3127, 0.1805)
H (1.2421, 1.3206, -1.3511)
H (2.6150, 0.2283, -1.0521)
H (2.8169, -1.6409, -0.0575)
H (1.0928, -2.6018, 0.3799)
H (1.9023, -1.2764, 1.5336)
H (0.1526, 0.1548, 1.9069)
H (-2.4200, -0.2537, 1.7809)
H (-2.8005, 1.7905, 1.4576)
N (-0.0816, -0.1195, 0.8251)
N (-1.9776, 0.9745, 1.6760)
N (-1.4388, 1.4729, -0.6206)
N (-4.0458, 1.9361, -0.4082)

# C6H12N4

An isolated molecule of C6H12N4 (the ωB97M-V functional and the def2-TZVPD basis, the OMol25 dataset).

lowest unoccupied orbital energy: 0.5 eV
total charge: 0
SMILES string: CC(C)(C)N/C(N)=N/C#N
total energy: -12376.530 eV
F_max: 3.8 eV/A
ΔE to the lowest compared entry with this formula, charge and spin: 0.0 kJ/mol
HOMO level: -9.0 eV

Cartesian coordinates (Å):
C (1.4299, -0.6378, 1.0609)
C (-0.0926, -0.3882, 0.8673)
C (-0.6064, 0.8524, 1.4475)
C (-0.8379, -1.6002, 1.5163)
N (-0.4916, -0.5062, -0.5116)
C (-0.1366, 0.3334, -1.5011)
N (-0.5269, 0.1729, -2.7533)
N (0.7014, 1.2855, -1.1174)
C (0.9222, 2.3021, -1.8865)
N (1.2242, 3.1856, -2.6096)
H (1.7876, -1.4840, 0.4097)
H (2.0522, 0.2409, 0.6291)
H (1.8093, -0.7481, 2.0781)
H (-1.6762, 0.8689, 1.4339)
H (-0.2182, 1.7154, 0.8283)
H (-0.2618, 0.9752, 2.4030)
H (-0.6783, -1.6385, 2.5911)
H (-0.5350, -2.6074, 1.1386)
H (-1.9346, -1.5175, 1.3392)
H (-0.4455, -1.4623, -0.8382)
H (-1.3298, -0.3076, -3.1431)
H (-0.1554, 0.9656, -3.3821)

# C6H12N4

An isolated molecule of C6H12N4 (the ωB97M-V functional and the def2-TZVPD basis, the OMol25 dataset).

lowest unoccupied orbital energy: 0.4 eV
total charge: 0
SMILES string: [H]/N=C(\C#N)CN(N)C(C)C
total energy: -12373.866 eV
F_max: 3.8 eV/A
ΔE to the lowest compared entry with this formula, charge and spin: 257.0 kJ/mol
HOMO level: -8.9 eV

Cartesian coordinates (Å):
H (0.4940, 2.1801, 3.3922)
N (1.0513, 2.1185, 2.5412)
C (0.4173, 1.6661, 1.5542)
C (-0.9463, 1.1475, 1.4488)
N (-1.9121, 0.5623, 1.7783)
C (0.9519, 1.4497, 0.1577)
N (-0.0903, 0.5747, -0.3916)
N (-0.7325, 1.1679, -1.5007)
C (0.3466, -0.9745, -0.5060)
C (-0.0441, -1.6689, 0.7571)
C (-0.2339, -1.6271, -1.7451)
H (1.9608, 1.0171, 0.1735)
H (0.9513, 2.3958, -0.3868)
H (-1.7052, 0.8683, -1.4949)
H (-0.3040, 0.9105, -2.3909)
H (1.4450, -0.9741, -0.5989)
H (-0.1889, -2.7395, 0.6294)
H (0.6618, -1.4735, 1.5630)
H (-1.0145, -1.1630, 1.1729)
H (0.1199, -2.6566, -1.8070)
H (0.0928, -1.1323, -2.6567)
H (-1.3207, -1.6489, -1.6899)

# C6H12N4O

The ion C6H12N4O with charge +2 (the ωB97M-V functional and the def2-TZVPD basis, the OMol25 dataset).

lowest unoccupied orbital energy (spin up / spin down): -9.0 / -10.3 eV
total charge: +2
total energy: -14404.329 eV
F_max: 4.5 eV/A
ΔE to the lowest compared entry with this formula, charge and spin: 281.6 kJ/mol
HOMO level (spin up / spin down): -17.0 / -16.4 eV

Cartesian coordinates (Å):
C (0.1976, 0.2975, -0.3113)
C (-0.8404, 0.3476, 0.6366)
C (-1.9272, -0.9772, 2.3137)
C (1.0312, 1.5504, -0.6832)
C (1.9536, 0.4708, -2.5724)
C (1.1068, -0.9850, -2.1254)
N (2.1975, 1.2799, -1.4568)
N (0.3634, -0.8126, -0.9998)
N (-1.7925, -0.2171, 3.3794)
N (-2.6601, -2.0724, 2.3867)
O (-1.3129, -0.7710, 1.1796)
H (-0.9666, 1.2482, 1.2165)
H (0.3390, 2.1073, -1.3753)
H (1.1329, 2.1876, 0.2109)
H (2.9065, 0.2720, -3.0555)
H (1.3823, 0.8843, -3.3949)
H (0.3342, -1.3880, -2.8723)
H (1.8004, -1.7943, -2.0580)
H (3.0804, 1.0729, -1.0258)
H (-1.5863, 0.8307, 3.3580)
H (-2.3465, -0.4948, 4.2129)
H (-2.5461, -2.8940, 1.8936)
H (-3.3617, -2.0319, 3.1813)